[1]
Here is a 2-piece molecular cluster, CH5N2OS overall in a non-equilibrium geometry from OMol25. Energies are from ωB97M-V/def2-TZVPD.

Geometry (Å):
C  -2.232  0.066  1.447
N  0.224  -0.100  -0.683
N  -0.979  0.137  1.539
O  -3.010  -0.208  0.435
S  -3.727  -0.056  2.105
H  0.416  0.878  -0.438
H  1.173  -0.455  -0.640
H  -0.347  -0.347  0.277
H  -0.215  0.024  -1.579
H  -0.691  0.416  2.441

ΔE to the lowest compared entry with this formula, charge and spin   195.8 kJ/mol
Gap between HOMO and LUMO   9.087 eV
Charge   +1

Atomic partial charges in e from the natural (NBO) method, atoms 1 to 2:
1. C 0.392
2. N -0.922

---

[2]
Here is one molecule with the formula CH5N2P in a non-equilibrium geometry from OMol25. Energies are from ωB97M-V/def2-TZVPD.

Geometry (Å):
C  1.357  -0.551  -0.909
N  -1.670  0.737  1.214
N  0.360  -0.235  0.095
P  -0.666  0.950  -0.071
H  1.598  0.302  -1.569
H  2.281  -0.767  -0.239
H  1.102  -1.554  -1.338
H  -2.573  1.317  1.270
H  -1.788  -0.200  1.549

ΔE to the lowest compared entry with this formula, charge and spin   4.4 kJ/mol
Gap between HOMO and LUMO   9.640 eV

Atomic partial charges in e from the natural (NBO) method, atoms 1 to 2:
1. C -0.438
2. N -1.180

---

[3]
Here is a 2-piece molecular cluster, CH5N2S overall in a non-equilibrium geometry from OMol25. Energies are from ωB97M-V/def2-TZVPD.

Geometry (Å):
S  0.917  0.942  -2.685
H  0.672  2.212  -3.086
N  0.057  -0.873  -0.118
C  -0.138  -0.167  1.030
N  -0.799  -0.663  2.023
H  -0.335  -1.791  0.077
H  -0.050  -0.481  -1.050
H  0.462  0.745  1.092
H  -0.786  0.077  2.716

ΔE to the lowest compared entry with this formula, charge and spin   38.4 kJ/mol
Gap between HOMO and LUMO   7.127 eV
Charge   -1

Atomic partial charges in e from the natural (NBO) method, atoms 1 to 2:
1. S -1.061
2. H 0.095

---

[4]
Here is a 2-piece molecular cluster, CH5N2S overall in a non-equilibrium geometry from OMol25. Energies are from ωB97M-V/def2-TZVPD.

Geometry (Å):
S  -2.497  -1.494  0.152
H  -2.087  -1.898  -1.044
N  -0.336  0.821  0.076
C  0.840  0.187  0.047
N  1.950  0.856  -0.100
H  -0.252  1.792  0.322
H  -1.148  0.195  0.106
H  0.856  -0.913  -0.052
H  2.674  0.455  0.492

2S+1   2
ΔE to the lowest compared entry with this formula, charge and spin   61.0 kJ/mol
Gap between HOMO and LUMO (spin up / spin down)   9.003 / 5.040 eV

Atomic partial charges in e from the natural (NBO) method, atoms 1 to 2:
1. S -0.047
2. H 0.104

---

[5]
Here is a 2-piece molecular cluster, CH5N2S overall in a non-equilibrium geometry from OMol25. Energies are from ωB97M-V/def2-TZVPD.

Geometry (Å):
C  -0.005  -0.422  -0.172
N  2.162  0.666  0.209
N  -1.064  0.303  -0.081
S  -2.736  0.087  0.147
H  -0.122  -1.356  -0.621
H  2.400  0.509  -0.811
H  2.741  0.095  0.905
H  -0.842  1.291  0.149
H  -2.533  -1.173  0.275

2S+1   3
ΔE to the lowest compared entry with this formula, charge and spin   391.2 kJ/mol
Gap between HOMO and LUMO (spin up / spin down)   9.174 / 7.311 eV
Charge   +1

Atomic partial charges in e from the natural (NBO) method, atoms 1 to 2:
1. C 0.346
2. N -0.521

---

[6]
Here is an isolated ion of composition CH5N3 and charge -1 in a non-equilibrium geometry from OMol25. Energies are from ωB97M-V/def2-TZVPD.

Geometry (Å):
N  1.000  -0.866  -0.320
C  0.202  0.154  0.111
N  -0.958  0.354  -0.662
N  0.362  0.590  1.353
H  1.368  -1.391  0.456
H  0.944  -1.058  -1.297
H  -1.478  1.127  -0.253
H  -1.587  -0.485  -0.687
H  0.147  1.576  1.300

2S+1   2
ΔE to the lowest compared entry with this formula, charge and spin   88.0 kJ/mol
Gap between HOMO and LUMO (spin up / spin down)   4.197 / 8.486 eV
Charge   -1

Atomic partial charges in e from the natural (NBO) method, atoms 1 to 2:
1. N -0.906
2. C 0.282

---

[7]
Here is one molecule with the formula CH5N3 in a non-equilibrium geometry from OMol25. Energies are from ωB97M-V/def2-TZVPD.

Geometry (Å):
N  0.356  -0.754  -1.089
C  -0.249  -0.183  0.048
N  0.473  1.062  0.289
N  -1.194  -0.521  0.834
H  0.370  -1.752  -0.941
H  0.924  -0.400  -1.798
H  -0.128  1.528  0.862
H  1.372  0.789  0.881
H  -1.924  0.233  0.913

ΔE to the lowest compared entry with this formula, charge and spin   220.4 kJ/mol
Gap between HOMO and LUMO   9.340 eV

Atomic partial charges in e from the natural (NBO) method, atoms 1 to 2:
1. N -0.841
2. C 0.648

---

[8]
Here is one molecule with the formula CH5N3 in a non-equilibrium geometry from OMol25. Energies are from ωB97M-V/def2-TZVPD.

Geometry (Å):
C  0.982  0.511  -0.263
H  -1.750  -0.749  -0.535
H  -1.059  -0.762  0.833
H  -0.615  1.306  0.563
H  1.365  1.439  0.208
H  0.729  -1.162  -0.235
N  -0.887  -0.611  -0.173
N  -0.433  0.665  -0.289
N  1.667  -0.636  -0.108

ΔE to the lowest compared entry with this formula, charge and spin   335.2 kJ/mol
Gap between HOMO and LUMO   10.346 eV

Atomic partial charges in e from the natural (NBO) method, atoms 1 to 2:
1. C 0.198
2. H 0.360

---

[9]
Here is one molecule with the formula CH5N3O in a non-equilibrium geometry from OMol25. Energies are from ωB97M-V/def2-TZVPD.

Geometry (Å):
C  0.217  -0.926  0.128
N  -0.639  0.082  -0.645
N  1.437  -0.399  -0.527
N  -0.748  1.238  -0.135
O  1.733  0.783  0.044
H  0.035  -0.632  1.214
H  0.073  -2.014  -0.130
H  -0.236  0.012  -1.610
H  -0.874  1.024  0.799
H  0.970  1.377  0.219

ΔE to the lowest compared entry with this formula, charge and spin   508.9 kJ/mol
Gap between HOMO and LUMO (spin up / spin down)   9.135 / 8.307 eV

Atomic partial charges in e from the natural (NBO) method, atoms 1 to 2:
1. C -0.169
2. N -0.261

---

[10]
Here is one molecule with the formula CH5N3O in a non-equilibrium geometry from OMol25. Energies are from ωB97M-V/def2-TZVPD.

Geometry (Å):
C  -0.251  -0.653  0.613
H  -0.958  1.525  -0.296
H  -2.269  0.820  -1.087
H  -0.143  -1.433  1.253
H  0.763  0.138  -0.749
H  2.681  0.022  0.470
N  -1.272  0.724  -0.795
N  -1.383  -0.435  -0.005
N  0.872  0.013  0.259
O  1.959  -0.721  0.337

ΔE to the lowest compared entry with this formula, charge and spin   328.7 kJ/mol
Gap between HOMO and LUMO   9.134 eV

Atomic partial charges in e from the natural (NBO) method, atoms 1 to 2:
1. C 0.172
2. H 0.352

---

[11]
Here is one molecule with the formula CH5N3O in a non-equilibrium geometry from OMol25. Energies are from ωB97M-V/def2-TZVPD.

Geometry (Å):
C  0.423  -0.160  -0.097
H  -0.511  1.532  -0.510
H  0.672  1.700  0.642
H  2.436  -0.381  -0.275
H  -0.563  -1.794  0.075
H  -1.862  -0.171  0.816
N  0.341  1.165  -0.226
N  1.571  -0.842  -0.019
N  -0.710  -0.905  -0.313
O  -1.797  -0.143  -0.093

ΔE to the lowest compared entry with this formula, charge and spin   226.0 kJ/mol
Gap between HOMO and LUMO   9.377 eV

Atomic partial charges in e from the natural (NBO) method, atoms 1 to 2:
1. C 0.532
2. H 0.389

---

[12]
Here is a 2-piece molecular cluster, CH5N3O2 overall in a non-equilibrium geometry from OMol25. Energies are from ωB97M-V/def2-TZVPD.

Geometry (Å):
N  1.405  0.143  -0.541
C  -0.273  -0.231  -0.024
N  -2.706  0.508  0.269
N  2.383  -0.551  0.095
O  -0.911  0.852  -0.110
O  -0.438  -1.363  0.314
H  1.578  1.147  -0.576
H  -2.820  -0.170  -0.495
H  -3.034  1.405  -0.098
H  2.156  -1.543  0.157
H  2.660  -0.197  1.010

ΔE to the lowest compared entry with this formula, charge and spin   350.5 kJ/mol
Gap between HOMO and LUMO (spin up / spin down)   7.562 / 6.349 eV

Atomic partial charges in e from the natural (NBO) method, atoms 1 to 2:
1. N -0.497
2. C 0.897